The following is a quantum chemistry calculation of 2 unconnected molecules or ions with the total composition C2H8NO2 in a non-equilibrium geometry, from the OMol25 dataset.

Results
LUMO energy	-4.88	eV
ΔE to the lowest compared entry with this formula, charge and spin	36.8	kcal per mole
charge	+1

Geometry as XYZ:
```
13
C2H8NO2 ωB97M-V/def2-TZVPD
C 1.75760 -0.28537 0.90484
H 2.64210 -0.75343 0.50143
C 0.58565 -0.64601 0.10648
H 2.78513 1.30577 0.61213
O -3.06399 -0.04642 -1.17315
H 1.65327 -0.60585 1.90889
N -0.34575 0.22503 0.02470
H -3.17389 0.26902 -2.14939
H -0.09763 1.13791 0.40122
H -4.01867 -0.24986 -1.03819
H -1.15081 0.22839 -0.56955
O 1.90041 1.05490 0.77025
H 0.52659 -1.63408 -0.29966
```